DFT (ωB97M-V with the def2-TZVPD basis set) results for a structure of composition C30H50BN16PSn.

```
! RIJCOSX wB97M-V def2-TZVPD def2/J DEFGRID3
* xyz 3 2
Sn 0.05 -0.86 -1.39
C 4.02 0.96 -2.27
C 2.74 1.15 -1.82
N 2.10 -0.04 -1.94
N 2.98 -0.96 -2.50
C 4.16 -0.33 -2.74
B 2.60 -2.42 -2.70
N 2.04 -3.09 -1.43
C 2.16 -4.38 -1.08
C 1.20 -4.71 -0.10
C 0.55 -3.53 0.13
N 1.03 -2.55 -0.71
N 1.44 -2.46 -3.79
C 1.24 -3.09 -4.94
C -0.08 -2.97 -5.32
C -0.66 -2.28 -4.24
N 0.29 -1.94 -3.37
N 3.74 -3.24 -3.08
C 4.93 -3.58 -2.33
C 5.69 -4.39 -3.11
C 5.00 -4.40 -4.39
N 3.93 -3.67 -4.36
H 4.81 1.76 -2.48
H 2.28 2.10 -1.42
H 4.98 -0.84 -3.11
H 2.89 -5.01 -1.54
H 1.00 -5.66 0.35
H -0.34 -3.34 0.75
H 2.17 -3.45 -5.36
H -0.58 -3.33 -6.15
H -1.61 -1.98 -4.04
H 4.97 -3.33 -1.26
H 6.55 -4.91 -2.82
H 5.45 -4.80 -5.30
N -1.32 1.63 -4.59
C -2.33 1.82 -3.65
C -1.85 1.29 -2.47
N -0.62 0.69 -2.73
C -0.37 0.93 -4.00
H -1.34 1.84 -5.61
H -3.15 2.47 -3.89
H -2.28 1.33 -1.48
H 0.56 0.64 -4.49
N -0.73 0.17 0.17
P -1.19 1.01 1.36
N -2.65 1.83 1.31
C -2.99 3.10 0.65
C -3.83 4.04 1.62
C -4.01 3.24 3.00
C -4.65 1.89 2.74
C -3.91 1.15 1.58
N -1.25 0.05 2.68
C -0.40 -1.16 2.71
C 0.56 -1.19 3.88
C -0.25 -1.20 5.16
C -1.14 0.05 5.27
C -2.02 0.25 4.02
N 0.12 2.04 1.88
C 1.51 1.81 1.45
C 2.40 2.91 1.92
C 1.82 4.30 1.68
C 0.31 4.35 1.85
C -0.13 3.20 2.79
H -3.61 2.95 -0.24
H -2.06 3.60 0.27
H -4.87 4.24 1.29
H -3.26 4.90 1.75
H -4.62 3.89 3.59
H -3.06 3.14 3.55
H -5.71 2.05 2.55
H -4.51 1.27 3.62
H -4.56 1.25 0.70
H -3.80 0.11 1.88
H 0.11 -1.23 1.77
H -1.02 -2.06 2.92
H 1.28 -0.36 3.82
H 1.17 -2.12 3.80
H 0.43 -1.13 5.99
H -0.84 -2.11 5.26
H -0.41 0.86 5.28
H -1.73 0.09 6.18
H -2.47 1.22 4.00
H -2.87 -0.47 3.97
H 1.49 1.85 0.32
H 1.94 0.87 1.74
H 3.27 2.90 1.36
H 2.59 2.70 3.03
H 2.12 4.73 0.73
H 2.30 4.96 2.37
H -0.11 4.06 0.93
H -0.17 5.28 2.04
H -1.19 3.23 3.09
H 0.51 3.00 3.69
N -2.52 -2.33 -0.34
N -2.00 -1.98 -1.62
H -3.56 -2.34 -0.39
H -2.23 -1.60 0.36
H -2.67 -1.42 -2.19
H -1.89 -2.92 -2.07
*
```

**ΔE to the lowest compared entry with this formula, charge and spin**: 0.0 kcal per mole
**Expectation value of S²**: 0.76
**HOMO-LUMO gap (alpha / beta)**: 8.72 / 5.54 eV

***

DFT (ωB97M-V with the def2-TZVPD basis set) results for an isolated molecule of C19H20F2N7OP.

```
! RIJCOSX wB97M-V def2-TZVPD def2/J DEFGRID3
* xyz 0 1
O -1.11 3.63 2.59
F 1.45 -8.46 -1.27
F -0.21 -8.61 -2.75
N 0.15 -5.06 -3.90
N -1.96 -1.51 -0.85
N -0.31 0.16 -1.04
C 0.00 -3.79 -4.08
C -2.74 0.72 1.77
C -0.32 -3.04 -2.77
C -3.45 -0.36 2.20
C -0.26 -4.10 -1.88
C -0.92 -0.99 -1.52
C -2.45 -0.93 0.22
C -0.89 0.87 0.00
C 2.66 3.34 -1.37
C 3.02 4.37 -0.55
C 1.56 2.50 -1.00
C 2.35 4.56 0.64
C -1.92 0.31 0.65
C 0.81 2.70 0.18
C 1.18 3.76 1.07
N -0.37 -1.62 -2.57
N -3.30 -1.37 1.22
N -0.42 2.08 0.42
N 0.00 -5.30 -2.55
C 0.77 -7.79 -2.25
C 0.01 -6.49 -1.73
C 1.38 3.62 3.99
C 0.01 5.86 2.91
P 0.32 4.14 2.62
H 0.18 -3.39 -5.07
H -2.53 1.57 2.45
H -4.13 -0.56 3.08
H -0.36 -4.07 -0.74
H 3.29 3.17 -2.29
H 3.62 5.06 -0.84
H 1.24 1.74 -1.80
H 2.63 5.43 1.22
H 0.26 -1.06 -3.13
H -3.66 -2.38 1.16
H -1.03 2.53 1.15
H 1.43 -7.49 -3.07
H -1.09 -6.66 -1.53
H 0.47 -6.24 -0.83
H 0.85 3.06 4.77
H 1.74 4.43 4.55
H 2.16 3.07 3.52
H -0.07 6.40 1.91
H -0.90 5.99 3.52
H 0.85 6.17 3.57
*
```

**Structure (SMILES)**: CP(C)(=O)c1ccccc1Nc1nc(Nc2cnn(CC(F)F)c2)nc2[nH]ccc12
**HOMO-LUMO gap**: 7.88 eV

***

DFT (ωB97M-V with the def2-TZVPD basis set) results for an isolated molecule of C6H9N.

```
! RIJCOSX wB97M-V def2-TZVPD def2/J DEFGRID3
* xyz 0 1
C -3.16 1.29 0.65
C -1.92 0.79 0.05
C -0.90 0.38 -0.44
C 0.37 -0.14 -0.93
C 1.40 -0.19 0.21
C 2.99 -2.11 -0.07
N 2.65 -0.85 -0.20
H -3.58 0.55 1.34
H -3.92 1.49 -0.12
H -2.99 2.21 1.21
H 0.75 0.47 -1.76
H 0.24 -1.16 -1.32
H 1.63 0.83 0.55
H 2.14 -2.59 0.47
H 0.99 -0.74 1.05
H 3.30 -0.24 -0.68
*
```

**ΔE to the lowest compared entry with this formula, charge and spin**: 92.0 kcal per mole
**HOMO-LUMO gap**: 9.15 eV

***

DFT (ωB97M-V with the def2-TZVPD basis set) results for a structure of composition C10H10BiN2O4.

```
! RIJCOSX wB97M-V def2-TZVPD def2/J DEFGRID3
* xyz 3 1
Bi -1.25 -0.26 -0.71
C -0.95 -2.89 0.56
O -0.76 -3.86 1.11
C -3.10 -1.81 -1.57
O -3.95 -2.46 -2.00
C 0.22 -1.41 -2.20
O 0.83 -1.94 -3.01
C -2.60 -0.03 1.28
O -3.33 0.08 2.15
C -1.67 3.88 -2.58
H -1.77 4.33 -1.58
H -0.65 3.78 -2.98
C -2.72 3.37 -3.23
H -2.60 2.84 -4.18
H -3.73 3.39 -2.79
C 3.81 -1.36 2.07
N 2.54 -0.72 1.78
C 1.95 0.36 2.46
C 0.74 0.57 1.86
N 0.61 -0.34 0.80
C 1.69 -1.14 0.82
H 4.48 -1.31 1.19
H 4.26 -0.82 2.92
H 3.66 -2.43 2.32
H 2.43 0.89 3.29
H -0.06 1.26 2.06
H 1.88 -1.98 0.15
*
```

**HOMO-LUMO gap (alpha / beta)**: 5.55 / 3.72 eV

***

DFT (ωB97M-V with the def2-TZVPD basis set) results for a cluster of 2 separate species, C4H10O2S in total.

```
! RIJCOSX wB97M-V def2-TZVPD def2/J DEFGRID3
* xyz 0 1
C -1.97 -2.08 1.47
C -0.52 1.20 0.61
C 2.36 0.70 -1.73
C -0.94 -0.95 1.57
O 0.16 -0.95 2.04
O -1.35 0.07 0.78
S 0.98 0.65 -2.99
H -1.97 -2.54 2.54
H -1.66 -2.81 0.63
H -2.79 -1.45 1.24
H 0.43 0.84 -0.03
H -0.11 1.54 1.48
H -1.04 1.90 0.08
H 2.06 1.41 -0.91
H 3.20 0.91 -2.31
H 2.37 -0.43 -1.35
H 0.79 1.99 -3.11
*
```

**Structure (SMILES)**: COC(C)=O.CS
**ΔE to the lowest compared entry with this formula, charge and spin**: 44.7 kcal per mole
**HOMO-LUMO gap**: 9.93 eV

***

DFT (ωB97M-V with the def2-TZVPD basis set) results for a cluster of 7 separate species, C13H38NO14 in total.

```
! RIJCOSX wB97M-V def2-TZVPD def2/J DEFGRID3
* xyz 0 2
N 0.21 -0.31 0.12
O -0.01 -0.40 -1.05
O 0.29 0.77 0.69
O 0.29 -1.34 0.73
C -2.73 3.82 -2.21
C -2.24 2.46 -1.65
C -3.31 1.35 -1.77
O -1.02 2.00 -2.15
H -2.15 4.62 -1.76
H -3.75 4.00 -1.88
H -2.62 3.91 -3.30
H -1.99 2.65 -0.61
H -4.10 1.48 -1.03
H -2.96 0.33 -1.63
H -3.80 1.34 -2.75
H -0.80 1.17 -1.73
C 2.89 -2.66 -0.84
C 1.71 -3.66 -1.04
O 0.82 -3.16 -2.02
O 3.72 -2.56 -2.00
H 3.47 -2.85 0.06
H 2.42 -1.68 -0.73
H 1.11 -3.81 -0.15
H 2.07 -4.65 -1.33
H 0.41 -2.34 -1.76
H 4.21 -3.38 -2.13
C 4.31 1.34 3.15
C 2.99 1.89 2.55
O 2.84 1.47 1.21
O 5.45 2.09 2.83
H 4.38 0.36 2.67
H 4.43 1.13 4.21
H 3.08 2.96 2.69
H 2.16 1.48 3.13
H 1.95 1.22 0.98
H 5.32 2.96 3.22
C 2.38 2.14 -2.28
C 2.77 0.82 -3.02
O 3.71 0.05 -2.30
O 3.46 2.91 -1.87
H 1.88 1.78 -1.38
H 1.66 2.80 -2.77
H 3.24 1.02 -3.98
H 1.83 0.28 -3.13
H 3.54 -0.88 -2.43
H 3.08 3.79 -1.78
C -2.94 -3.05 0.22
C -1.77 -4.02 0.58
O -0.89 -3.63 1.65
O -3.83 -3.13 1.30
H -3.48 -3.43 -0.65
H -2.66 -2.01 0.08
H -1.20 -4.34 -0.30
H -2.27 -4.93 0.89
H -0.42 -2.84 1.35
H -3.42 -3.09 2.16
C -2.74 0.31 2.24
C -4.26 0.26 2.60
O -4.50 0.77 3.89
O -2.24 1.60 1.99
H -2.70 -0.11 1.23
H -2.12 -0.38 2.81
H -4.64 -0.77 2.66
H -4.83 0.86 1.89
H -4.39 1.72 3.86
H -1.31 1.52 1.77
*
```

**ΔE to the lowest compared entry with this formula, charge and spin**: 0.0 kcal per mole
**Expectation value of S²**: 0.76
**HOMO-LUMO gap (alpha / beta)**: 7.58 / 2.90 eV

***

DFT (ωB97M-V with the def2-TZVPD basis set) results for the ion C9H10N3O with charge +1.

```
! RIJCOSX wB97M-V def2-TZVPD def2/J DEFGRID3
* xyz 1 1
C 3.53 0.06 -1.12
C 2.93 1.29 -1.34
C 2.76 -1.08 -0.82
C 1.58 1.45 -1.08
C 1.37 -0.90 -0.63
C 0.77 0.36 -0.96
C -2.19 1.74 -0.38
C -1.63 -0.14 0.89
C -2.46 -1.88 2.41
N -1.27 1.41 -1.11
N -0.61 0.35 -0.92
N -2.54 0.79 0.72
O -1.44 -1.20 1.55
H 4.55 0.01 -1.39
H 3.50 2.10 -1.61
H 3.20 -2.02 -0.85
H 1.29 2.41 -1.35
H 0.68 -1.72 -0.37
H -2.93 2.41 -0.64
H -2.91 -1.14 3.11
H -1.84 -2.78 2.82
H -3.08 -2.53 1.74
H -3.25 1.04 1.33
*
```

**ΔE to the lowest compared entry with this formula, charge and spin**: 116.5 kcal per mole
**HOMO-LUMO gap**: 7.43 eV

***

DFT (ωB97M-V with the def2-TZVPD basis set) results for a cluster of 4 separate species, C4H13NOS2 in total.

```
! RIJCOSX wB97M-V def2-TZVPD def2/J DEFGRID3
* xyz 0 1
S 1.48 -3.82 -1.48
S -0.78 2.71 0.76
C 0.99 2.14 0.59
C 1.13 0.74 1.12
N 0.93 -0.30 0.08
C 0.47 -1.64 0.36
C -0.98 -1.93 0.41
H -1.06 1.80 -0.83
H 1.40 2.15 -0.46
H 1.58 2.93 1.06
H 2.04 0.53 1.67
H 0.32 0.61 1.82
H 1.65 -0.27 -0.63
H 1.12 -2.20 1.00
H 0.95 -2.28 -0.46
H -1.49 -1.61 1.32
H -1.46 -1.57 -0.49
H -0.88 -3.06 0.37
H -3.98 2.39 -0.85
H -2.66 2.62 -0.17
O -3.11 2.79 -1.01
*
```

**ΔE to the lowest compared entry with this formula, charge and spin**: 164.7 kcal per mole
**HOMO-LUMO gap**: 6.15 eV

***

no.,electronic energy (eV),strongest force on any atom (Eh/bohr)
1,-71536.1345,0.0779
2,-47228.0390,0.1117
3,-7854.1701,0.0118
4,-27506.2739,0.1173
5,-19239.0519,0.1146
6,-44241.2305,0.0543
7,-16001.1179,0.0694
8,-29560.2405,0.0949